1.
128
Properties=species:S:1:pos:R:3 method="wB97M-V/def2-TZVPD" total_charge=+4 total_energy_ha=-3948.6204 homo_ha=-0.5859 e_lumo_ev=-8.20
C -19.67333 3.39989 18.81466
C -18.62966 4.25670 18.02246
N -17.51664 3.51261 17.42264
C -16.68646 3.83116 16.36845
C -15.72086 2.84809 16.20051
N -16.08761 1.81878 17.05677
C -17.16207 2.21850 17.77047
C -15.36746 0.57434 17.24462
H -19.99736 2.47645 18.33419
H -20.50393 4.02398 19.14259
H -19.28954 2.99905 19.75417
H -18.27077 5.02943 18.70174
H -19.19156 4.72776 17.21617
H -16.90437 4.69604 15.76004
H -14.88237 2.84228 15.52096
H -17.69172 1.69960 18.55447
H -14.28857 0.57498 17.09873
H -15.80874 -0.03910 16.45757
H -15.70989 -0.00456 18.10192
C -14.91186 -12.52268 20.21595
C -15.72338 -12.17209 19.00498
N -16.53146 -10.95054 19.09830
C -17.56035 -10.70135 19.94710
C -17.76032 -9.33699 19.89568
N -16.79047 -8.70202 19.22114
C -16.14115 -9.78454 18.57445
C -16.58819 -7.29948 18.94238
H -14.23260 -11.68192 20.36036
H -14.32693 -13.43845 20.13776
H -15.57826 -12.65584 21.06822
H -16.44748 -12.98111 18.90506
H -15.10880 -12.07908 18.11008
H -18.13647 -11.48383 20.41719
H -18.49584 -8.75162 20.42709
H -15.18392 -9.65386 18.09197
H -15.69130 -6.85878 19.37760
H -17.46420 -6.70923 19.20896
H -16.41213 -7.14435 17.87779
C -11.40836 2.70400 12.10859
C -10.73783 1.59652 13.06079
N -11.40895 0.31550 13.02941
C -12.32680 -0.08377 13.96594
C -12.77038 -1.30849 13.53062
N -12.13343 -1.71426 12.34773
C -11.26208 -0.66235 12.05174
C -12.27344 -2.92438 11.57061
H -10.83507 3.51186 11.65512
H -12.29776 3.07245 12.61854
H -11.71623 2.14188 11.22626
H -10.65440 1.97860 14.07801
H -9.69082 1.45204 12.79361
H -12.59039 0.61968 14.74020
H -13.48771 -2.04213 13.86517
H -10.53896 -0.67395 11.25037
H -12.74575 -2.66208 10.62455
H -12.72222 -3.66760 12.22807
H -11.25599 -3.23290 11.32979
C -16.88891 -7.46768 14.75596
C -18.05216 -6.62368 14.22454
N -19.09288 -7.36676 13.73020
C -19.05711 -8.44603 12.83744
C -20.31861 -8.89865 12.58887
N -21.17094 -7.94638 13.15835
C -20.44748 -6.99081 13.88131
C -22.60471 -8.00776 13.17588
H -16.14964 -7.62837 13.97109
H -17.16858 -8.43781 15.16763
H -16.28608 -6.95880 15.50810
H -17.59580 -6.04877 13.41796
H -18.43179 -5.91274 14.95800
H -18.08872 -8.69632 12.43110
H -20.78603 -9.74510 12.10913
H -20.86950 -6.14312 14.39903
H -23.14614 -8.17368 12.24565
H -22.77959 -7.01509 13.59120
H -22.93064 -8.71166 13.94163
C -19.09255 -0.71337 17.07214
C -19.92076 -2.09222 17.16189
N -19.80322 -2.64164 18.52532
C -18.77200 -3.46674 18.90695
C -18.74286 -3.63964 20.22262
N -19.79404 -2.84582 20.71781
C -20.40121 -2.19880 19.74475
C -19.94816 -2.65827 22.12829
H -19.07870 -0.40552 16.02684
H -18.07720 -0.85643 17.44226
H -19.51002 0.08582 17.68497
H -19.38390 -2.83818 16.57658
H -20.93982 -1.98080 16.79390
H -18.10126 -3.82344 18.13899
H -18.18089 -4.19554 20.95724
H -21.06884 -1.37199 19.93562
H -20.89032 -2.13630 22.29392
H -19.12136 -2.06631 22.51927
H -20.03614 -3.65288 22.56434
C -12.49415 -0.94439 19.22648
C -13.27651 -2.02234 20.06696
N -12.71456 -3.33442 19.92652
C -12.90695 -4.26318 18.87058
C -12.25470 -5.41816 19.19786
N -11.61284 -5.17123 20.42673
C -11.92217 -3.90112 20.87829
C -10.77275 -6.21317 21.06724
H -11.44740 -1.09137 19.49277
H -12.78090 0.05762 19.54384
H -12.69058 -1.15381 18.17527
H -14.27587 -2.04933 19.63340
H -13.13805 -1.66324 21.08611
H -13.48405 -3.89342 18.03568
H -12.02766 -6.31919 18.64899
H -11.61123 -3.47080 21.81828
H -10.02968 -5.62281 21.60368
H -10.24574 -6.81256 20.32661
H -11.36501 -6.71412 21.83208
P -15.82333 0.71656 12.39337
F -16.71641 1.96758 12.95474
F -14.45531 1.61482 12.59258
F -15.70543 0.14770 13.90827
F -14.94538 -0.52543 11.87254
F -17.15445 -0.13009 12.08722
F -15.79985 1.09106 10.83005
P -15.50780 -3.43946 16.02216
F -15.46117 -2.33927 17.23502
F -13.84641 -3.43784 15.92222
F -15.55712 -4.58395 17.15022
F -15.59242 -4.65305 14.91990
F -17.14276 -3.33791 15.88710
F -15.36619 -2.39067 14.76120

2.
115
Properties=species:S:1:pos:R:3 method="wB97M-V/def2-TZVPD" total_charge=0 total_energy_ha=-2816.8606 homo_ha=-0.3226 e_lumo_ev=0.34
C 0.80934 1.40256 -0.97630
C 0.29317 0.30531 0.17539
C -0.77879 1.14090 1.11731
C -0.37405 -0.93705 -0.66552
C -1.04672 -2.11484 0.25773
O -2.25699 -1.71628 0.99254
S -3.63193 -2.60441 0.51673
O -3.74871 -2.68216 -1.05563
O -5.02749 -1.77079 1.06066
C -4.74941 -0.35324 1.33764
C -4.38022 0.52386 -0.02009
C -5.44933 0.30164 -1.25879
S -7.25438 0.32149 -0.73282
H 1.26734 0.82501 -1.88612
H -0.18905 1.95311 -1.32412
H 1.50441 2.22525 -0.51315
H 1.24913 -0.03332 0.79237
H -1.64797 1.52574 0.42513
H -1.27233 0.49788 1.96159
H -0.15804 2.01602 1.62290
H -1.10662 -0.53172 -1.51651
H 0.52311 -1.44561 -1.26618
H -0.22225 -2.40860 1.06863
H -1.25322 -3.07206 -0.38613
H -3.97015 -0.18004 2.22334
H -5.76754 0.12041 1.74296
H -3.27499 0.29325 -0.40452
H -4.37953 1.69405 0.21317
H -5.30983 1.20094 -2.00661
H -5.21278 -0.68309 -1.87612
H -7.50971 -0.84864 0.05001
C -8.70840 -2.65563 5.24056
C -8.25964 -2.84262 3.79471
C -6.74742 -2.69285 3.61702
C -6.31607 -1.29873 4.04200
N -5.95815 -0.14213 4.39467
H -8.48628 -1.64794 5.60572
H -9.79023 -2.79970 5.32428
H -8.21573 -3.37851 5.90097
H -8.78241 -2.11313 3.16403
H -8.56330 -3.83876 3.45443
H -6.47522 -2.84912 2.56784
H -6.21370 -3.43506 4.22044
C -6.90885 2.68067 5.41177
C -7.51702 3.94787 6.00436
C -7.77187 3.83813 7.50896
C -8.74624 2.70431 7.78334
N -9.55457 1.76358 8.01103
H -7.58075 1.82285 5.51583
H -6.71782 2.81505 4.34239
H -5.95853 2.43603 5.90010
H -8.45672 4.16753 5.48290
H -6.84009 4.78848 5.81615
H -8.19447 4.77478 7.88762
H -6.83586 3.64681 8.04482
C 4.98412 3.39189 -1.58853
C 5.17203 4.03954 -2.95677
C 4.03377 4.99330 -3.32493
C 2.71921 4.23153 -3.36789
N 1.62853 3.59957 -3.40346
H 4.08288 2.77159 -1.55517
H 5.83372 2.74218 -1.35578
H 4.90974 4.15142 -0.80175
H 5.25585 3.25044 -3.71406
H 6.11799 4.59219 -2.96139
H 4.22180 5.44137 -4.30634
H 3.95756 5.80289 -2.59102
C 9.39821 4.15307 -4.91249
C 9.60828 2.81264 -5.60959
C 8.31935 1.99758 -5.73266
C 7.76614 1.69962 -4.34867
N 7.30710 1.45247 -3.20045
H 9.05460 4.02309 -3.88140
H 10.33837 4.71222 -4.87291
H 8.66098 4.76248 -5.44780
H 10.36009 2.23830 -5.05450
H 10.01511 2.99272 -6.61076
H 8.51983 1.05369 -6.25049
H 7.56913 2.54884 -6.30985
C -9.14689 -8.41448 1.07160
C -9.18333 -7.01092 0.47535
C -8.63356 -5.94602 1.42643
C -9.46657 -5.91336 2.69736
N -10.15760 -5.88629 3.75185
H -9.77563 -8.49097 1.96432
H -9.52170 -9.14477 0.34749
H -8.12399 -8.69850 1.34443
H -10.21778 -6.76815 0.20298
H -8.59626 -7.00246 -0.44961
H -8.66851 -4.96139 0.94835
H -7.59097 -6.16157 1.68409
C 3.88773 -2.11560 4.55623
C 3.65769 -2.61554 3.13357
C 3.92744 -1.54389 2.07544
C 2.99437 -0.36351 2.29061
N 2.22031 0.61586 2.46915
H 3.20698 -1.29761 4.81236
H 3.71116 -2.92163 5.27544
H 4.91695 -1.76167 4.68618
H 2.62435 -2.97296 3.04609
H 4.31231 -3.47432 2.94853
H 3.76206 -1.95490 1.07394
H 4.96528 -1.19840 2.13356
C 13.52556 0.10967 -7.59316
C 13.48912 1.51323 -8.18941
C 14.03889 2.57814 -7.23833
C 13.20589 2.61080 -5.96740
N 12.51485 2.63787 -4.91291
H 12.89682 0.03318 -6.70044
H 13.15075 -0.62062 -8.31727
H 14.54846 -0.17434 -7.32033
H 12.45467 1.75601 -8.46178
H 14.07619 1.52170 -9.11437
H 14.00395 3.56277 -7.71641
H 15.08149 2.36259 -6.98067

3.
138
Properties=species:S:1:pos:R:3 method="wB97M-V/def2-TZVPD" total_charge=+1 total_energy_ha=-4072.7759 homo_ha=-0.4228 e_lumo_ev=-1.47
Sr 0.00620 -1.54645 -1.24102
B -1.27437 1.09652 0.02609
F -0.26072 0.93595 -0.93093
F -0.78822 1.95075 0.99923
F -2.47313 1.53000 -0.58058
F -1.62121 -0.25215 0.40223
C 3.48785 -0.22302 3.08249
C 4.35724 0.58544 2.16482
O 3.57204 0.49929 0.92752
C 2.75708 -0.53211 0.97585
O 2.27706 -1.06108 -0.03003
O 2.71603 -1.04013 2.17744
F 5.55706 0.07483 1.85352
H 2.87332 0.47351 3.64711
H 4.09283 -0.90649 3.72997
H 4.52630 1.59633 2.40243
C -1.47499 1.23082 -5.27380
C -1.48210 0.60701 -3.84199
O -0.21654 0.07540 -3.79116
C 0.24196 -0.20399 -5.14769
O 1.22312 -0.78180 -5.36777
O -0.59311 0.35637 -5.98117
F -2.33888 -0.46647 -3.70260
H -1.12853 2.21672 -5.29876
H -2.47948 1.20996 -5.78572
H -1.64907 1.35578 -3.03194
C -2.41347 1.54937 4.90278
C -1.27633 2.24502 4.18157
O -0.30576 1.25350 4.00610
C -0.59739 0.14443 4.74200
O 0.21373 -0.69474 4.88906
O -1.91316 0.23850 5.16700
F -0.76165 3.24621 4.90970
H -3.20212 1.42470 4.19335
H -2.56705 2.14423 5.85064
H -1.54112 2.64668 3.22503
C -5.35482 2.91944 0.24406
C -4.25593 2.97038 1.32010
O -4.33612 1.72327 1.95444
C -5.33827 0.95126 1.39581
O -5.64643 -0.09830 1.83939
O -5.91994 1.57232 0.36556
F -4.52710 4.01031 2.15692
H -4.99656 2.91644 -0.76728
H -6.13092 3.67132 0.48336
H -3.21145 3.02684 0.94478
C -0.38405 -2.95474 2.26066
O 0.26323 -3.05608 1.02565
C 1.40218 -3.93987 1.06530
C 1.58120 -4.66883 -0.26254
O 1.72502 -3.80825 -1.41111
C 1.95728 -4.40842 -2.72932
C 1.57745 -3.43866 -3.78999
O 0.26368 -2.90193 -3.50119
C -0.71410 -3.18453 -4.51265
H -0.72865 -3.98754 2.58579
H -1.32047 -2.46529 1.99814
H 0.16566 -2.41798 3.02096
H 1.10036 -4.82440 1.72140
H 2.28115 -3.40043 1.51543
H 0.79280 -5.42955 -0.53189
H 2.51719 -5.21982 -0.12195
H 1.38226 -5.41196 -2.87469
H 2.99224 -4.65424 -2.88668
H 1.61834 -3.83986 -4.81016
H 2.27771 -2.66079 -3.72440
H -0.53570 -2.54964 -5.36559
H -1.66212 -2.96264 -4.03223
H -0.74785 -4.19570 -4.91946
C -1.55870 4.28616 -2.05151
O -2.13020 3.65512 -3.17146
C -2.37664 4.63123 -4.22603
C -1.12723 5.31134 -4.82242
O -0.14642 4.34257 -5.19341
C 0.63509 4.74952 -6.31015
C 2.01983 4.11101 -6.24225
O 1.75244 2.82716 -6.75633
C 2.76681 1.84757 -6.64479
H -1.51691 3.55828 -1.24478
H -2.01632 5.24500 -1.67914
H -0.55992 4.57164 -2.24083
H -3.09547 5.41592 -3.85675
H -2.81428 4.14997 -5.07804
H -0.64065 6.09549 -4.18712
H -1.57970 5.75653 -5.77234
H 0.65860 5.84389 -6.31473
H 0.15162 4.50450 -7.23113
H 2.33476 3.98805 -5.18362
H 2.81325 4.64366 -6.86245
H 2.30957 1.01152 -7.19679
H 3.04259 1.65785 -5.61407
H 3.68630 2.12721 -7.18202
C -2.81197 -6.80146 1.57275
O -2.65588 -5.36769 1.67095
C -3.80369 -4.76452 2.33271
C -4.86107 -4.27557 1.35242
O -4.33628 -3.72869 0.14644
C -4.08123 -2.35925 0.19799
C -3.40403 -1.97712 -1.12503
O -2.15652 -2.56377 -1.30186
C -2.14481 -3.95842 -1.56674
H -3.03438 -7.34928 2.49425
H -1.85377 -7.21481 1.22576
H -3.58105 -7.12311 0.89020
H -3.37157 -3.91622 2.88934
H -4.14385 -5.44365 3.11690
H -5.50342 -3.58878 1.84698
H -5.48114 -5.13008 1.10706
H -3.41022 -2.08395 1.04756
H -4.96685 -1.68277 0.24558
H -3.29571 -0.89929 -1.26528
H -4.09250 -2.34457 -1.88690
H -2.89930 -4.29008 -2.30069
H -2.17644 -4.55969 -0.70132
H -1.17348 -4.14880 -1.96070
C 2.31896 3.85833 2.30943
O 2.89726 2.96058 3.29641
C 2.93579 3.65537 4.49752
C 3.31014 2.60061 5.49322
O 4.63981 2.11905 5.32606
C 4.82158 1.04193 6.22356
C 6.12724 0.35559 5.90919
O 5.93244 -0.47446 4.74563
C 7.26099 -0.68830 4.13416
H 3.00912 4.65725 2.02939
H 1.31866 4.15702 2.68959
H 2.09262 3.19123 1.44925
H 1.96674 4.01704 4.75346
H 3.63190 4.48922 4.54391
H 2.64581 1.78859 5.23309
H 3.13524 3.12410 6.47453
H 3.99555 0.29227 6.08743
H 4.82597 1.27390 7.28845
H 6.48543 -0.15046 6.83506
H 6.90053 1.06014 5.68792
H 7.60188 0.13921 3.46484
H 7.14824 -1.63779 3.58011
H 7.99815 -0.85109 4.87414

4.
115
Properties=species:S:1:pos:R:3 method="wB97M-V/def2-TZVPD" s2=0.7542 total_charge=+7 total_energy_ha=-2042.9756 homo_ha="-0.8692 / -0.8692" spin_multiplicity=2 e_lumo_ev="-17.03 / -20.48"
B 1.18806 1.00335 0.91817
H 0.29211 0.66411 0.42175
H 1.99970 0.29919 0.82004
H 1.41377 1.94033 0.43301
H 1.01447 1.14334 1.97387
C 2.65238 -1.89802 2.43555
C 2.72683 -2.76473 1.23888
C 1.97943 -4.05837 1.45981
O 2.80307 -5.18771 1.86752
C 2.29945 -5.96259 2.96460
N 2.10464 -2.00624 0.05862
H 2.00371 -1.00563 0.15185
H 2.84998 -2.23708 -0.58268
H 1.23677 -2.49728 -0.10196
H 1.63457 -1.54785 2.60745
H 3.18088 -0.94479 2.42378
H 3.07879 -2.57109 3.17936
H 3.78444 -2.72669 0.97790
H 1.35644 -4.38087 0.62556
H 1.22467 -3.89695 2.22947
H 2.22907 -5.25804 3.79331
H 3.12068 -6.61324 3.26514
H 1.39203 -6.52257 2.73853
C 2.25830 0.73698 -2.85971
C 3.35109 1.87074 -2.69258
C 4.84173 1.39043 -2.91328
O 5.76455 2.44319 -3.17659
C 6.07456 3.17707 -1.99435
N 2.90437 2.83424 -3.78910
H 3.69244 3.42566 -4.01106
H 2.57038 2.30255 -4.58021
H 2.19871 3.42278 -3.36986
H 1.69519 0.63142 -3.78700
H 1.50309 0.71865 -2.07394
H 2.68851 -0.26414 -2.83205
H 3.23556 2.47674 -1.79396
H 4.93709 0.89656 -3.88029
H 5.12479 0.81636 -2.03100
H 5.21744 3.65109 -1.51608
H 6.75109 4.01504 -2.16232
H 6.74785 2.55096 -1.40888
C 9.04746 0.95078 2.48889
C 8.12895 2.01731 1.82765
C 6.71458 1.77042 1.99861
O 5.86720 2.61407 1.24742
C 4.52915 2.07805 1.23845
N 8.43115 3.33434 2.43706
H 8.21094 3.41929 3.41910
H 9.42659 3.44498 2.30686
H 7.88701 3.99964 1.90660
H 8.95316 0.91695 3.57428
H 10.10178 1.07315 2.24082
H 8.75813 -0.01345 2.07096
H 8.47153 2.10976 0.79702
H 6.47602 1.80212 3.06171
H 6.53456 0.72722 1.73891
H 3.84119 2.89220 1.01050
H 4.21608 1.54033 2.13341
H 4.33478 1.39390 0.41246
C -8.95194 -3.16430 -0.67223
N -7.73063 -2.56927 -0.25107
C -6.58358 -3.31641 -0.26129
C -5.39950 -2.78348 0.28932
C -5.46941 -1.52096 0.89911
C -6.66576 -0.75391 0.76801
C -7.71660 -1.24218 0.10848
C -4.31091 -1.01701 1.70366
C -4.43823 -0.02375 2.74738
C -3.28337 0.43104 3.39189
N -2.08080 0.10359 2.95295
C -1.91331 -0.78516 1.90895
C -3.01785 -1.42785 1.34089
C -0.89273 0.71392 3.61919
H -8.86153 -4.21933 -0.93074
H -9.25784 -2.58066 -1.54050
H -9.67802 -3.18555 0.14045
H -6.73393 -4.33222 -0.59582
H -4.58838 -3.49653 0.29603
H -6.63637 0.22810 1.21654
H -8.59904 -0.62368 0.03673
H -5.44654 0.15884 3.08852
H -3.25918 1.15635 4.19172
H -0.91271 -1.00061 1.56428
H -2.99935 -2.24533 0.63535
H 0.04262 0.23423 3.33090
H -0.98307 0.69124 4.70520
H -0.83692 1.73721 3.24787
C -7.28414 -2.09290 -4.59041
N -6.29122 -1.43799 -3.74558
C -6.50122 -0.11791 -3.52259
C -5.57168 0.58716 -2.67231
C -4.44962 -0.01019 -2.21514
C -4.27667 -1.32069 -2.47534
C -5.21078 -2.07029 -3.31255
C -3.41856 0.89116 -1.55341
C -2.05712 0.85921 -1.77732
C -1.23251 1.84710 -1.26220
N -1.76263 2.77201 -0.39375
C -3.04590 2.74788 0.00375
C -3.84650 1.79687 -0.59557
C -0.83456 3.84265 -0.06371
H -7.51195 -1.47365 -5.45800
H -8.14508 -2.41882 -4.00675
H -6.96759 -2.99426 -5.11525
H -7.36517 0.30286 -4.01548
H -5.69817 1.63640 -2.44981
H -3.32587 -1.72979 -2.16709
H -4.94802 -3.06974 -3.62633
H -1.62454 0.25884 -2.56398
H -0.21104 1.90714 -1.60772
H -3.40385 3.58204 0.58895
H -4.89398 1.87684 -0.34497
H -1.38588 4.77591 0.05113
H -0.17436 4.02590 -0.91145
H -0.40999 3.72241 0.93297